[1]
Molecular formula: C34H32ClF2N9O11Rb
Method: DFT, wB97M-V/def2-TZVPD

## Properties
Net charge: -1

Geometry as XYZ:
```
90
C34H32ClF2N9O11Rb | the Open Molecules 2025 dataset | wB97M-V/def2-TZVPD
Rb 0.4260 2.3801 -1.4203
O -3.3315 -1.3308 2.7879
C -2.2159 -1.3889 3.4308
O -2.0421 -2.1823 4.3682
C -1.1320 -0.5428 2.8852
C 0.2039 -0.5459 3.2614
Cl 1.0118 -1.4795 4.4338
N 0.8634 0.3042 2.4467
N 0.0315 0.8667 1.5544
C -1.1642 0.3726 1.7941
C -2.2969 0.8052 0.8869
O -3.4393 0.2326 1.0873
O -2.0628 1.6385 0.0381
C 2.2667 0.5659 2.3368
C 2.9919 0.9881 3.4393
C 4.3420 1.2592 3.2793
C 4.9432 1.1191 2.0349
C 4.2036 0.7001 0.9387
C 2.8557 0.4163 1.0920
H -3.2978 -0.4930 1.8233
H 2.5034 1.1270 4.3939
H 4.9196 1.6031 4.1274
H 5.9942 1.3502 1.9180
H 4.6362 0.5780 -0.0464
H 2.2788 0.0760 0.2418
F -4.0209 -2.7150 -0.9311
C -2.7215 -2.9985 -1.2275
C -1.9928 -2.0277 -1.8294
C -0.6534 -2.2208 -2.1283
C 0.1298 -1.0341 -2.5160
O -0.4641 0.0087 -2.6680
C 1.5561 -1.2528 -2.5528
C 2.0137 -2.5215 -2.4247
N 1.2674 -3.6419 -2.1598
C 1.8999 -4.9245 -2.0152
C 2.0409 -5.5258 -0.6403
C 3.2469 -5.0119 -1.3644
C -0.0920 -3.4736 -1.9090
C -0.8712 -4.4909 -1.3395
C -2.1679 -4.2355 -0.8768
N -2.7340 -5.1591 0.0520
C -4.1031 -4.9811 0.5243
C -4.2072 -3.9019 1.6198
N -3.2371 -4.1804 2.7293
C -1.8501 -4.3856 2.2064
C -1.8473 -5.5003 1.1645
C 2.6311 -0.1411 -2.4488
O 3.6940 -0.5323 -1.9169
O 2.3022 0.9959 -2.8196
H -2.4253 -1.0490 -2.0034
H 3.0849 -2.6611 -2.4486
H 1.7053 -5.6103 -2.8327
H 1.9042 -6.5945 -0.5375
H 1.6862 -4.9271 0.1887
H 3.9487 -5.7224 -1.7758
H 3.6876 -4.0964 -0.9970
H -0.4377 -5.4597 -1.1505
H -4.4580 -5.9505 0.8912
H -4.7516 -4.6877 -0.2914
H -5.1996 -3.8278 2.0593
H -3.9250 -2.9301 1.2305
H -3.5156 -5.0285 3.2224
H -3.2213 -3.3836 3.4074
H -1.2020 -4.5832 3.0589
H -1.5453 -3.4470 1.7385
H -2.1405 -6.4661 1.5891
H -0.8276 -5.6074 0.8133
N -0.4518 5.5034 0.9856
N -1.1370 4.4305 1.6596
H -0.1545 5.2029 0.0609
H 0.4074 5.6684 1.4954
H -0.7888 3.5244 1.3549
H -2.1043 4.4701 1.3631
F 0.7235 10.2294 -2.5635
C 0.2692 8.9637 -2.5525
C 1.0837 7.9351 -2.8170
N 0.6341 6.6389 -2.8499
C 1.6113 5.5493 -2.9502
C 2.3263 5.4462 -1.5637
O 3.1746 6.3277 -1.3670
O 1.8979 4.5555 -0.7979
C -0.6589 6.3237 -2.5067
O -1.0961 5.1887 -2.4592
N -1.4636 7.4129 -2.2318
C -1.1296 8.7620 -2.2285
O -1.9485 9.6222 -1.9784
H 2.1411 8.0650 -2.9969
H 2.3372 5.8032 -3.7206
H 1.0526 4.6584 -3.2221
H -2.4019 7.1829 -1.9378
```

[2]
Molecular formula: C5H6ClN
Method: DFT, wB97M-V/def2-TZVPD

## Properties
Relative energy (zero: lowest compared OMol25 entry of this formula, charge and spin): 1.538 eV
SMILES string: C/C=C(/C#N)CCl

Geometry as XYZ:
```
13
C5H6ClN | the Open Molecules 2025 dataset | wB97M-V/def2-TZVPD
C 1.5645 -0.7375 0.7961
C 0.8924 -0.2098 -0.4495
C -0.3352 0.3012 -0.5237
C -0.8528 0.7454 -1.8044
N -1.3392 1.1187 -2.7465
C -1.4314 0.4155 0.5273
Cl -2.3240 -1.1467 0.7745
H 1.0296 -0.9120 1.7747
H 2.3387 -0.0120 0.9759
H 2.1826 -1.5682 0.3706
H 1.6611 0.0210 -1.1064
H -1.1609 0.8639 1.4478
H -2.2254 1.1205 -0.0365
```

[3]
Molecular formula: C10H28O6
Method: DFT, wB97M-V/def2-TZVPD

## Properties
Relative energy (zero: lowest compared OMol25 entry of this formula, charge and spin): 1.349 eV
SMILES string: CC(C)=O.CC(C)=O.CO.CO.CO.CO

Geometry as XYZ:
```
44
C10H28O6 | the Open Molecules 2025 dataset | wB97M-V/def2-TZVPD
C 10.6099 8.4507 12.9003
C 9.3538 7.8249 13.4077
C 9.0883 6.3795 12.9746
O 8.5938 8.4074 14.1727
H 11.4563 8.0317 13.4444
H 10.6103 9.4951 13.2123
H 10.7562 8.4587 11.8202
H 8.3966 5.8480 13.6282
H 9.9739 5.7446 13.0031
H 8.5646 6.4094 12.0191
C 7.3476 5.8158 7.9220
C 6.3722 5.9330 9.1290
C 6.4716 4.9081 10.2217
O 5.5873 6.8213 9.2322
H 7.1019 4.9778 7.2697
H 8.3918 5.8176 8.2348
H 7.0851 6.7319 7.3928
H 7.3106 4.2448 10.0115
H 5.6467 4.2081 10.0891
H 6.7004 5.3058 11.2105
C 14.9284 7.2009 9.3856
O 16.2739 7.4868 9.1473
H 14.3648 8.0367 9.8003
H 14.5086 6.7376 8.4927
H 15.0120 6.4260 10.1476
H 16.7619 7.3301 9.9590
C 10.6236 4.6966 6.1266
O 10.8475 5.4341 4.8871
H 11.3168 3.8560 6.1583
H 10.7335 5.3366 7.0021
H 9.6234 4.2645 6.1582
H 10.1088 6.0252 4.7242
C 11.0487 10.6609 9.5331
O 11.9155 9.5947 9.5348
H 10.7102 10.8518 8.5147
H 10.1241 10.5063 10.0892
H 11.5564 11.5681 9.8605
H 12.4337 9.7083 8.7347
C 11.1191 6.2838 9.6208
O 10.2023 7.3654 9.7492
H 12.0048 6.5726 9.0550
H 11.5007 6.0872 10.6227
H 10.6258 5.3934 9.2310
H 10.6806 8.1977 9.7622
```

[4]
Molecular formula: C9H12N2
Method: DFT, wB97M-V/def2-TZVPD

## Properties
Relative energy (zero: lowest compared OMol25 entry of this formula, charge and spin): 4.294 eV
SMILES string: C=C(C=C(C)C)c1cn[nH]c1

Geometry as XYZ:
```
23
C9H12N2 | the Open Molecules 2025 dataset | wB97M-V/def2-TZVPD
C 0.4272 2.2762 -0.8334
C 0.4617 1.0076 -0.6031
C -0.8202 -0.0568 -0.9747
C -1.7873 -0.3803 -0.0881
C -2.9287 -1.2199 -0.3946
C -1.6109 0.1481 1.2920
C 1.6800 0.3277 -0.1906
C 3.0535 0.8076 -0.1184
N 3.7797 -0.1610 0.3904
N 2.9861 -1.2006 0.5060
C 1.7119 -1.0045 0.1441
H -0.5444 2.6540 -1.0590
H 1.0574 2.9309 -0.4431
H -0.7952 -0.2371 -2.0106
H -3.1030 -1.5561 -1.4279
H -3.9359 -1.0296 -0.0372
H -2.7769 -2.2399 0.0543
H -0.7691 0.8208 1.3540
H -2.4227 0.8093 1.5298
H -1.6631 -0.8141 2.0526
H 3.5915 1.7990 -0.2175
H 3.5385 -2.0441 0.7021
H 0.8698 -1.6374 0.3728
```

[5]
Molecular formula: C3H3NO3S
Method: DFT, wB97M-V/def2-TZVPD

## Properties
Relative energy (zero: lowest compared OMol25 entry of this formula, charge and spin): 2.480 eV
SMILES string: Oc1noc(S)c1O

Geometry as XYZ:
```
11
C3H3NO3S | the Open Molecules 2025 dataset | wB97M-V/def2-TZVPD
O -2.7780 0.1420 0.0044
C -1.4861 -0.2348 0.0040
N -1.1524 -1.4979 -0.0045
O 0.2274 -1.5060 -0.0098
C 0.6915 -0.2314 -0.0021
S 2.4081 0.0854 -0.0795
C -0.3541 0.6225 0.0050
O -0.4355 1.9748 0.0059
H -2.8239 1.1085 0.0279
H 2.6640 -0.1463 1.2387
H 0.4771 2.3330 -0.0090
```

[6]
Molecular formula: C4H8O
Method: DFT, wB97M-V/def2-TZVPD

## Properties
Relative energy (zero: lowest compared OMol25 entry of this formula, charge and spin): 1.585 eV
SMILES string: C=C(C)CO

Geometry as XYZ:
```
13
C4H8O | the Open Molecules 2025 dataset | wB97M-V/def2-TZVPD
C -0.6050 1.2666 0.9658
C -0.0543 0.2703 0.2734
C 1.1072 -0.4954 0.7342
C -0.7149 -0.3736 -0.9563
O -0.0035 -0.6245 -2.1134
H -1.5612 1.7575 0.6861
H -0.2144 1.6000 1.9736
H 0.6355 -1.4310 1.0938
H 1.8911 -0.0828 1.5565
H 1.8323 -0.9265 -0.0478
H -0.9922 -1.4279 -0.6721
H -1.5939 0.2311 -1.1103
H 0.2733 0.2361 -2.3836
```

[7]
Molecular formula: C20H37Cl8N3
Method: DFT, wB97M-V/def2-TZVPD

## Properties
Relative energy (zero: lowest compared OMol25 entry of this formula, charge and spin): 1.249 eV
SMILES string: CCCC#N.CCCC#N.CCCC#N.ClCCCl.ClCCCl.ClCCCl.ClCCCl

Geometry as XYZ:
```
68
C20H37Cl8N3 | the Open Molecules 2025 dataset | wB97M-V/def2-TZVPD
C 3.6683 1.7169 -2.1245
C 3.4364 3.1587 -2.5847
C 4.1546 3.5123 -3.8910
C 5.6068 3.4161 -3.9113
N 6.7505 3.3524 -3.8875
H 3.4540 1.6823 -1.0549
H 4.6838 1.4052 -2.3578
H 2.9535 0.9742 -2.4815
H 3.7669 3.7878 -1.7516
H 2.4030 3.4913 -2.7006
H 3.8108 4.4467 -4.3369
H 3.8173 2.7804 -4.6387
C 0.2960 6.5085 -1.1807
C 0.2726 5.1360 -0.5054
C 0.9551 4.9771 0.8413
C 0.2154 5.6378 1.9272
N -0.3155 6.1651 2.7990
H -0.4848 7.1312 -0.7417
H -0.0097 6.4085 -2.2253
H 1.2761 6.9799 -1.1956
H 0.7558 4.4084 -1.1682
H -0.7513 4.7592 -0.4836
H 2.0002 5.2701 0.9644
H 0.9998 3.9277 1.1513
C -2.8724 -8.0740 2.7530
C -2.3581 -6.9231 1.9077
C -1.5985 -5.8998 2.7678
C -1.1969 -4.7370 1.9652
N -0.8503 -3.8175 1.3663
H -3.7769 -8.5080 2.3077
H -3.2341 -7.7799 3.7414
H -2.2388 -8.9549 2.8582
H -3.1928 -6.3708 1.4773
H -1.7284 -7.3425 1.1255
H -0.6259 -6.2519 3.1259
H -2.2052 -5.4965 3.5776
Cl -1.5120 0.5011 3.8462
C -2.8408 0.2390 2.7048
C -4.1375 0.7780 3.2865
Cl -4.9605 -0.4951 4.2765
H -2.8235 -0.8169 2.4467
H -2.5988 0.7726 1.7834
H -4.8181 1.1490 2.5260
H -3.8986 1.5661 3.9919
Cl 0.6944 1.2105 0.1344
C -0.3486 0.0156 -0.6634
C 0.2950 -1.3473 -0.7013
Cl 1.6048 -1.3877 -1.8996
H -0.7637 0.3665 -1.6085
H -1.2827 0.0280 -0.0916
H -0.4648 -2.0000 -1.1313
H 0.6453 -1.7191 0.2526
Cl 3.6176 -3.7842 0.2864
C 2.6282 -4.3293 1.6877
C 3.3632 -5.2780 2.6066
Cl 2.1868 -5.9624 3.7862
H 1.7216 -4.7848 1.2862
H 2.2160 -3.3960 2.0683
H 4.1360 -4.7991 3.2002
H 3.8309 -6.0785 2.0421
Cl -1.3701 3.3479 -4.5283
C -3.0408 3.0141 -4.0362
C -3.2246 1.7339 -3.2512
Cl -2.7447 0.2899 -4.1998
H -3.7098 3.1298 -4.8850
H -3.3168 3.8449 -3.3820
H -4.2581 1.5722 -2.9510
H -2.6627 1.7414 -2.3192
```

[8]
Molecular formula: C4H7NO2
Method: DFT, wB97M-V/def2-TZVPD

## Properties
Relative energy (zero: lowest compared OMol25 entry of this formula, charge and spin): 1.571 eV
SMILES string: CO/C(N)=C/C=O

Geometry as XYZ:
```
14
C4H7NO2 | the Open Molecules 2025 dataset | wB97M-V/def2-TZVPD
C -0.3272 -1.7680 1.2144
O 0.7413 -1.2106 0.4570
C 0.5249 -0.0756 -0.2290
N 1.7108 0.4276 -0.6623
C -0.7088 0.4616 -0.4707
C -0.9070 1.8367 -0.8632
O -1.9841 2.3669 -1.0759
H 0.1304 -2.2796 2.0615
H -1.0087 -0.9950 1.5775
H -0.8848 -2.4935 0.6156
H 1.7324 1.2459 -1.2464
H 2.5537 0.1617 -0.1786
H -1.5922 -0.1345 -0.2816
H 0.0193 2.4564 -0.9184
```

Calculated frontier orbital gap in order - 6.53 10.40 9.89 9.32 9.75 10.48 10.75 9.38 eV
Calculated HOMO in order - -5.4442 -10.1008 -9.5724 -8.4716 -9.5034 -9.6019 -10.7179 -8.6462 eV